{
  "formula": "C24H37F2InN11O3",
  "method": "wB97M-V/def2-TZVPD",
  "charge": -1,
  "species": ["C", "O", "C", "In", "N", "C", "O", "F", "C", "O", "F", "H", "H", "H", "H", "H", "H", "H", "C", "C", "N", "H", "H", "H", "C", "C", "N", "H", "H", "H", "C", "C", "N", "H", "H", "H", "C", "C", "N", "H", "H", "H", "C", "C", "N", "H", "H", "H", "C", "C", "N", "H", "H", "H", "C", "C", "N", "H", "H", "H", "C", "C", "N", "H", "H", "H", "C", "C", "N", "H", "H", "H", "C", "C", "N", "H", "H", "H"],
  "positions_angstrom": [[1.095938, -3.548535, 2.538094], [2.348790, -3.500395, 3.295057], [2.477070, -2.261586, 4.081732], [1.894017, -0.439078, 2.794730], [3.745823, 0.446369, 2.169317], [4.287549, -0.140320, 0.924956], [3.714133, -0.197228, -0.211255], [5.617615, -0.760766, 1.043918], [3.704721, 1.924512, 2.134929], [4.290788, 2.540111, 3.112529], [3.113494, 2.722860, 1.079878], [0.200761, -3.054308, 3.075975], [0.826289, -4.683330, 2.434156], [1.274764, -3.103246, 1.474781], [1.911239, -2.277112, 5.087545], [3.612474, -2.155281, 4.342920], [0.968902, 0.671937, 3.895766], [0.781236, -0.889504, 1.459004], [-1.155197, 3.432510, 4.961238], [-1.172249, 1.927653, 4.890188], [-1.186035, 0.726353, 4.832774], [-0.141254, 3.801374, 4.790754], [-1.818174, 3.848207, 4.199570], [-1.493202, 3.761947, 5.946009], [3.449022, 2.587430, -2.419022], [1.942200, 2.602706, -2.397930], [0.738757, 2.616729, -2.384103], [3.804042, 1.673902, -2.900285], [3.821887, 3.450640, -2.974716], [3.836476, 2.625726, -1.398582], [0.904245, 6.206546, -1.173628], [0.023730, 6.814516, -0.112708], [-0.694413, 7.301314, 0.735241], [0.634398, 6.605468, -2.153617], [1.950783, 6.442316, -0.968949], [0.779188, 5.121207, -1.183945], [2.463653, 8.228045, 2.699144], [1.910402, 7.472698, 3.879905], [1.468412, 6.870470, 4.822683], [1.788204, 8.123285, 1.847319], [2.565615, 9.286159, 2.949045], [3.444109, 7.829497, 2.429739], [3.723263, -6.467465, 0.650400], [3.502599, -5.513872, 1.799564], [3.319783, -4.734346, 2.723931], [4.686393, -6.262620, 0.178326], [3.717494, -7.496623, 1.015694], [2.930080, -6.349222, -0.093130], [-1.152930, 10.973077, -0.002319], [0.318987, 10.884889, -0.312027], [1.494325, 10.814314, -0.559050], [-1.683050, 10.145134, -0.477482], [-1.309440, 10.922878, 1.077148], [-1.556237, 11.916328, -0.376981], [-1.354807, -3.334267, -0.706616], [-1.413059, -4.124804, 0.574234], [-1.457298, -4.755318, 1.597891], [-1.837677, -2.364865, -0.567612], [-0.314305, -3.174810, -0.998285], [-1.869031, -3.877252, -1.502898], [-3.355832, -6.338816, -4.164178], [-3.604375, -5.368449, -3.039335], [-3.802471, -4.592731, -2.140974], [-2.387223, -6.135649, -4.625426], [-3.359617, -7.361380, -3.784358], [-4.138402, -6.236707, -4.919575], [-7.134021, -2.108301, -2.908906], [-6.417396, -2.747836, -4.069309], [-5.842886, -3.258664, -4.995228], [-6.826136, -2.583250, -1.974980], [-6.892870, -1.044257, -2.863911], [-8.213234, -2.224330, -3.029035], [-3.931837, -9.729525, -6.240293], [-2.916919, -9.468601, -5.157701], [-2.095674, -9.265713, -4.286519], [-3.448988, -9.692925, -7.218992], [-4.379323, -10.715701, -6.100372], [-4.718431, -8.972772, -6.202504]],
  "forces_ev_per_angstrom": [[-0.5, -1.0, -0.2], [-7.4, 6.8, 2.2], [1.2, 1.2, 0.3], [-2.2, -0.9, 1.6], [2.1, 2.1, -3.8], [-2.2, 0.2, -3.3], [3.4, 0.2, 5.4], [-3.3, 1.6, 0.1], [3.7, 1.2, 4.8], [-3.8, -2.4, -5.7], [1.1, -2.2, 1.9], [1.6, -0.6, -0.9], [0.6, 2.2, 0.2], [-0.5, -0.7, 1.9], [0.6, -0.3, -1.5], [-1.9, -0.5, -0.4], [1.0, -0.1, -0.7], [0.6, 0.4, 0.0], [0.1, -1.1, -0.1], [-0.3, -4.5, -0.1], [-0.3, 6.0, 0.5], [-0.1, -0.1, 0.0], [0.1, -0.1, 0.1], [0.0, -0.1, -0.1], [-1.0, 0.0, 0.0], [-4.4, 0.0, 0.1], [5.9, 0.1, -0.1], [-0.1, 0.1, 0.1], [-0.2, -0.1, 0.0], [-0.2, -0.1, -0.1], [-0.6, 0.3, 0.8], [-3.1, 2.1, 3.6], [4.0, -2.6, -4.7], [0.0, 0.0, 0.2], [-0.2, 0.0, 0.1], [-0.1, 0.1, 0.1], [-0.4, -0.6, 0.8], [-1.7, -2.3, 3.5], [2.1, 3.0, -4.6], [0.0, 0.0, 0.2], [-0.1, -0.2, 0.0], [-0.1, 0.0, 0.1], [-0.7, 0.9, 0.6], [-0.9, 2.7, 2.7], [8.2, -10.7, -5.5], [-0.1, 0.0, 0.1], [0.0, 0.1, 0.0], [0.1, -0.1, 0.0], [1.0, 0.0, -0.2], [4.4, -0.3, -0.9], [-5.8, 0.3, 1.2], [0.2, 0.0, 0.1], [0.1, -0.1, -0.1], [0.2, -0.1, 0.0], [0.1, -0.6, 0.8], [-0.2, -2.3, 3.7], [0.0, 3.0, -5.2], [0.1, -0.1, 0.1], [-0.1, 0.0, 0.2], [0.1, 0.1, 0.4], [-0.3, 0.7, 0.9], [-0.8, 2.9, 3.3], [0.7, -3.9, -4.5], [-0.1, 0.0, 0.1], [0.1, 0.3, 0.1], [0.0, 0.2, 0.1], [0.5, -0.5, -0.8], [2.2, -2.0, -3.5], [-2.9, 2.5, 4.6], [0.1, 0.0, -0.2], [0.0, -0.2, -0.1], [0.2, 0.0, -0.1], [0.7, 0.2, 0.8], [3.8, 0.7, 3.8], [-4.6, -1.3, -5.0], [0.0, 0.0, 0.2], [0.1, 0.1, 0.1], [0.1, -0.1, 0.1]],
  "lowdin_charge": [-0.203, -0.487, -0.270, 0.567, -0.048, -0.356, 0.022, -0.017, -0.374, 0.016, -0.011, 0.090, 0.073, 0.056, 0.048, 0.053, -0.104, -0.084, -0.074, -0.270, 0.094, 0.071, 0.072, 0.070, -0.067, -0.232, 0.102, 0.080, 0.070, 0.060, -0.063, -0.227, 0.102, 0.078, 0.077, 0.053, -0.074, -0.237, 0.098, 0.038, 0.073, 0.077, -0.096, -0.135, 0.072, 0.064, 0.062, 0.060, -0.080, -0.249, 0.093, 0.070, 0.077, 0.072, -0.079, -0.226, 0.112, 0.081, 0.075, 0.007, -0.081, -0.205, 0.120, 0.082, 0.029, 0.070, -0.072, -0.244, 0.095, 0.077, 0.077, 0.073, -0.065, -0.229, 0.121, 0.078, 0.078, 0.075]
}



{
  "formula": "C24H37I2N2O5P",
  "method": "wB97M-V/def2-TZVPD",
  "species": ["C", "C", "C", "O", "N", "N", "C", "I", "C", "C", "C", "C", "C", "C", "C", "C", "C", "C", "C", "C", "C", "P", "O", "O", "C", "C", "O", "C", "C", "C", "O", "C", "C", "H", "H", "H", "H", "H", "H", "H", "H", "H", "H", "H", "H", "H", "H", "H", "H", "H", "H", "H", "H", "H", "H", "H", "H", "H", "H", "H", "H", "H", "H", "H", "H", "H", "H", "H", "H", "H", "I"],
  "positions_angstrom": [[-0.543364, -2.780264, 6.893663], [-0.352514, -2.803403, 5.364305], [-1.723420, -2.681456, 4.744483], [-1.815065, -2.882463, 3.305854], [-0.693956, -2.583835, 2.594601], [-0.024604, -3.615626, 2.155940], [1.015331, -3.338066, 1.348588], [1.917643, -5.121485, 0.626949], [1.561785, -2.147461, 0.956838], [2.726787, -1.979400, 0.022395], [2.355168, -1.775980, -1.440849], [2.320463, -0.483325, -1.942696], [2.014962, -0.190660, -3.259098], [1.738174, -1.238007, -4.122771], [1.776582, -2.546342, -3.655251], [1.510647, -3.652886, -4.649890], [2.078276, -2.810044, -2.328862], [0.787819, -0.940741, 1.536331], [1.137003, 0.486118, 1.225873], [0.367492, 1.066701, 0.020491], [1.055368, 2.402411, -0.365353], [-0.008768, 3.612874, -1.169202], [0.701130, 4.898844, -1.214502], [-0.374896, 3.143341, -2.658656], [0.329422, 3.853942, -3.700864], [0.105446, 3.081426, -5.014470], [-1.315934, 3.779992, -0.257640], [-2.591411, 3.547640, -0.907081], [-2.963306, 4.672538, -1.876505], [-0.386915, -1.344732, 2.314165], [-1.220639, -0.372142, 2.771897], [-2.450398, -0.253959, 2.000746], [-2.847097, 1.197987, 1.765628], [-1.321850, -2.075097, 7.190349], [-0.768116, -3.766280, 7.297118], [0.371694, -2.420906, 7.363232], [0.197868, -1.895334, 5.135830], [0.183027, -3.702178, 5.074377], [-2.205973, -1.729070, 4.968632], [-2.361106, -3.455712, 5.175447], [3.389240, -2.837276, 0.089278], [3.301905, -1.099268, 0.316334], [2.537667, 0.327166, -1.258025], [2.009871, 0.831269, -3.614181], [1.515535, -1.019023, -5.159160], [2.456654, -3.915631, -5.131331], [1.096018, -4.549855, -4.197135], [0.872374, -3.281459, -5.449295], [2.106280, -3.834428, -1.985109], [2.200181, 0.498017, 0.990926], [0.972488, 1.109890, 2.101635], [0.306831, 0.377160, -0.816825], [-0.621321, 1.336740, 0.388742], [1.385642, 2.846435, 0.574946], [1.943360, 2.251912, -0.978948], [-0.059606, 4.860219, -3.819486], [1.395777, 3.894800, -3.503426], [-0.572836, 2.252604, -4.819421], [1.038124, 2.644413, -5.372161], [-0.274496, 3.719714, -5.807994], [-2.598675, 2.561337, -1.371675], [-3.337583, 3.535947, -0.113937], [-2.719619, 4.351770, -2.888812], [-2.369487, 5.555184, -1.644176], [-4.020102, 4.924348, -1.837217], [-2.340975, -0.843572, 1.090472], [-3.228374, -0.736288, 2.595232], [-2.617413, 1.476616, 0.742241], [-3.931883, 1.254650, 1.866157], [-2.414169, 1.864190, 2.506815], [2.295839, -1.514542, 3.215491]],
  "forces_ev_per_angstrom": [[0.3, 0.1, -0.1], [-0.5, 0.8, 0.8], [-0.2, -0.4, 0.2], [-0.1, -0.2, -0.2], [0.8, -0.4, -0.6], [0.2, -0.3, 0.5], [0.0, -1.0, -2.0], [-0.3, 0.1, 0.5], [-3.4, 0.7, -1.9], [-0.2, 0.3, -0.5], [-0.1, 0.2, -0.2], [0.2, 0.5, 0.4], [0.0, -0.3, -0.1], [0.1, 0.4, 0.3], [-0.3, -0.3, -0.6], [0.5, 0.3, 0.0], [0.0, -0.1, 0.2], [1.7, -3.4, 1.0], [-0.5, -0.3, -1.0], [0.2, 0.8, 0.6], [-0.9, -1.1, 0.1], [1.6, 2.0, 0.5], [0.2, 0.2, 0.0], [-0.3, -0.4, 0.9], [-0.1, -0.4, -1.4], [0.3, -0.2, 0.4], [-0.4, -1.2, -1.1], [-0.8, 0.5, 0.5], [0.5, -0.5, -0.3], [-1.3, 2.4, -1.4], [0.3, 0.1, -0.4], [-0.4, -0.2, 0.7], [-0.3, -0.7, -0.2], [-0.1, -0.1, 0.0], [-0.1, 0.0, 0.0], [0.1, -0.2, 0.1], [0.4, -0.2, -0.3], [0.1, 0.1, -0.3], [0.3, 0.2, 0.0], [-0.1, -0.1, -0.4], [0.0, 0.0, 0.2], [0.0, -0.1, 0.2], [0.2, 0.0, -0.1], [0.0, 0.1, 0.0], [-0.1, -0.1, -0.1], [0.0, -0.2, 0.0], [-0.1, 0.0, 0.0], [-0.2, -0.2, 0.1], [0.0, -0.1, 0.0], [0.0, 0.0, 0.2], [0.0, 0.0, 0.0], [-0.1, 0.0, 0.0], [-0.2, -0.3, -0.3], [0.0, 0.4, -0.2], [0.0, 0.1, -0.1], [0.0, 0.1, 0.5], [0.0, 0.2, 0.4], [-0.2, 0.1, -0.2], [0.0, 0.0, 0.0], [-0.2, 0.0, 0.0], [0.0, 0.0, -0.1], [0.2, -0.1, 0.2], [0.0, 0.2, -0.1], [-0.1, 0.1, 0.0], [0.0, -0.1, 0.1], [0.0, 0.2, -0.2], [0.1, -0.1, 0.0], [0.2, 0.4, 0.2], [0.0, 0.1, 0.0], [0.2, 0.1, -0.1], [3.3, 1.7, 4.6]],
  "lowdin_charge": [-0.095, -0.258, -0.159, -0.015, -0.128, 0.060, -0.806, 0.939, -0.516, -0.183, -0.189, -0.072, -0.061, -0.050, -0.265, -0.047, -0.008, -0.358, -0.208, -0.194, -0.191, 0.483, -0.267, -0.225, -0.255, -0.063, -0.193, -0.273, -0.061, -0.359, -0.038, -0.189, -0.051, 0.075, 0.075, 0.074, 0.029, 0.114, 0.122, 0.131, 0.067, 0.100, 0.087, 0.097, 0.110, 0.085, 0.077, 0.073, 0.048, 0.091, 0.122, 0.107, 0.075, 0.108, 0.092, 0.114, 0.110, 0.075, 0.064, 0.070, 0.110, 0.107, 0.068, 0.089, 0.075, 0.134, 0.114, 0.034, 0.082, 0.098, 0.992]
}



Computed values of E (unit: eV) for the preceding records, in sequence: -58618.455 -64192.276.